# C3H9N2O2S

A cluster of 2 separate species, C3H9N2O2S in total in a non-equilibrium geometry (the ωB97M-V functional and the def2-TZVPD basis, the OMol25 dataset).

Last column: Mulliken charge in e.
Positions of all 17 atoms, in Å:
C  0.215  -1.767  0.528  -1.12
C  -0.750  1.818  -0.333  -1.08
C  0.363  -0.183  0.315  -0.33
N  -2.992  -1.644  -0.239  -0.47
N  -0.406  0.478  -0.775  -0.43
O  -4.017  0.518  -1.187  -0.54
O  -4.056  0.051  1.321  -0.56
S  -3.622  -0.337  -0.035  0.61
H  -0.736  -1.814  0.980  0.36
H  0.268  -2.253  -0.428  0.31
H  1.114  -2.257  1.207  0.25
H  -1.420  2.099  -1.166  0.36
H  -1.393  1.749  0.465  0.42
H  0.207  2.319  -0.390  0.36
H  0.083  0.289  1.239  0.28
H  1.445  -0.130  0.043  0.26
H  -1.167  -0.112  -1.137  0.32

Summary:
Orbital gap in eV: 8.1
LUMO in eV: 3.918
Charge: -1
Energy above the lowest of the compared OMol25 structures with the same formula, charge and spin in kJ/mol: 439.9
E_HOMO in eV: -4.206
Electronic energy in Eh: -777.8232



# C7H15NO

A cluster of 2 separate species, C7H15NO in total (the ωB97M-V functional and the def2-TZVPD basis, the OMol25 dataset).

Last column: Mulliken charge in e.
Positions of all 24 atoms, in Å:
C  -2.815  -0.019  -0.582  -0.79
C  -1.790  -0.063  -1.422  -0.35
C  -0.397  -0.359  -1.030  0.55
N  0.548  0.409  -1.715  -0.56
C  -0.088  -1.325  -0.159  -0.47
C  1.308  -1.608  0.336  -1.19
C  1.806  -0.589  1.366  -0.08
C  0.978  -0.597  2.642  -1.20
H  -3.835  0.188  -0.890  0.28
H  -2.700  -0.192  0.484  0.27
H  -1.937  0.150  -2.474  0.34
H  0.315  1.392  -1.767  0.28
H  1.486  0.277  -1.371  0.28
H  -0.891  -1.951  0.213  0.47
H  2.009  -1.669  -0.506  0.35
H  1.341  -2.610  0.773  0.39
H  2.848  -0.803  1.607  0.36
H  1.804  0.414  0.925  0.15
H  1.345  0.129  3.367  0.36
H  0.994  -1.581  3.111  0.32
H  -0.064  -0.341  2.436  0.26
O  -0.032  3.116  -0.240  -0.64
H  -0.835  2.774  0.177  0.33
H  0.601  3.247  0.473  0.31

Summary:
Orbital gap in eV: 8.6
LUMO in eV: 0.670
Energy above the lowest of the compared OMol25 structures with the same formula, charge and spin in kJ/mol: 152.3
E_HOMO in eV: -7.915
Electronic energy in Eh: -405.6793
SMILES: C=C/C(N)=C/CCC.O



# C19H19BrN2O3S

An isolated molecule of C19H19BrN2O3S in a non-equilibrium geometry (the ωB97M-V functional and the def2-TZVPD basis, the OMol25 dataset).

Last column: Mulliken charge in e.
Positions of all 45 atoms, in Å:
O  -0.543  -3.069  1.590  -0.67
C  -0.874  -1.898  1.625  -0.36
C  0.117  -0.821  1.298  -0.58
C  0.996  -0.358  2.272  0.14
C  1.981  0.560  1.951  -0.89
C  2.093  1.009  0.642  0.07
Br  3.439  2.245  0.198  -0.10
C  1.234  0.541  -0.334  -0.03
S  1.371  1.117  -2.030  1.50
O  1.309  2.547  -2.033  -0.71
O  0.389  0.399  -2.793  -0.72
N  2.927  0.626  -2.384  0.18
C  3.033  -0.734  -2.900  -0.73
C  3.881  -0.646  -4.177  -0.61
C  3.758  0.823  -4.583  -0.60
C  3.720  1.515  -3.223  -0.84
C  0.251  -0.375  -0.012  0.39
N  -2.134  -1.533  1.955  0.16
C  -3.087  -2.606  2.258  -0.78
C  -4.399  -1.913  2.641  -0.63
C  -4.072  -0.456  2.505  0.67
C  -4.891  0.629  2.725  -0.69
C  -4.379  1.906  2.538  -0.48
C  -3.066  2.075  2.137  -0.88
C  -2.232  0.987  1.914  -0.34
C  -2.744  -0.286  2.101  0.40
H  0.908  -0.715  3.287  0.51
H  2.661  0.926  2.704  0.44
H  2.027  -1.104  -3.111  0.43
H  3.493  -1.376  -2.143  0.28
H  4.922  -0.882  -3.952  0.30
H  3.526  -1.328  -4.946  0.32
H  2.818  0.993  -5.109  0.28
H  4.584  1.163  -5.203  0.39
H  3.258  2.500  -3.234  0.44
H  4.723  1.592  -2.791  0.35
H  -0.402  -0.719  -0.799  0.56
H  -2.680  -3.221  3.064  0.33
H  -3.188  -3.245  1.377  0.33
H  -5.216  -2.196  1.977  0.33
H  -4.702  -2.153  3.662  0.32
H  -5.914  0.485  3.038  0.42
H  -5.006  2.768  2.706  0.38
H  -2.673  3.069  1.991  0.43
H  -1.216  1.155  1.600  0.31

Summary:
Orbital gap in eV: 8.8
LUMO in eV: 0.451
Energy above the lowest of the compared OMol25 structures with the same formula, charge and spin in kJ/mol: 113.8
E_HOMO in eV: -8.370
Electronic energy in Eh: -4042.8596
SMILES: O=C(c1ccc(Br)c(S(=O)(=O)N2CCCC2)c1)N1CCc2ccccc21



# C20H45N7O6P

A cluster of 3 separate species, C20H45N7O6P in total in a non-equilibrium geometry (the ωB97M-V functional and the def2-TZVPD basis, the OMol25 dataset).

Last column: Mulliken charge in e.
Positions of all 79 atoms, in Å:
C  2.003  -0.765  -2.704  -0.36
O  2.000  -0.339  -4.089  -0.35
C  1.780  -1.429  -4.995  -0.40
N  3.058  -2.222  -5.114  -0.08
C  3.275  -3.375  -4.450  0.35
N  4.483  -4.229  -4.459  -0.53
C  4.076  -5.258  -3.516  0.15
C  5.068  -6.456  -3.111  -0.41
C  4.457  -7.891  -3.461  0.47
O  3.600  -7.932  -4.386  -0.49
O  4.806  -9.124  -2.853  -0.28
C  5.474  -8.953  -1.593  0.57
C  4.847  -8.302  -0.277  -0.53
O  6.655  -9.392  -1.512  -0.49
N  2.751  -5.054  -2.983  0.18
P  1.787  -5.941  -1.795  0.52
N  1.687  -7.501  -2.044  -0.51
O  2.463  -5.539  -0.263  -0.49
O  0.167  -5.328  -1.814  -0.54
N  2.276  -3.907  -3.562  -0.08
H  2.845  -1.486  -2.429  0.18
H  1.008  -1.298  -2.509  0.19
H  2.077  0.148  -2.014  0.23
H  1.587  -1.007  -6.052  0.33
H  0.868  -2.074  -4.747  0.33
H  3.791  -1.841  -5.736  0.28
H  5.338  -6.292  -2.014  0.33
H  6.039  -6.330  -3.727  0.41
H  4.491  -9.054  0.503  0.32
H  4.039  -7.520  -0.552  0.08
H  5.692  -7.689  0.222  0.30
H  0.696  -7.787  -2.188  0.24
H  3.195  -4.884  -0.422  0.38
H  -0.204  -5.709  -2.656  0.36
H  1.342  -3.571  -3.299  0.37
C  2.110  1.687  3.232  -1.41
C  1.362  2.594  2.262  -0.26
N  0.682  1.876  1.187  0.28
C  0.207  2.753  0.118  -0.85
C  -0.878  3.770  0.467  -0.90
C  -0.253  0.833  1.600  -0.73
C  -1.412  1.237  2.506  -0.99
H  2.825  1.049  2.705  0.30
H  2.668  2.294  3.950  0.44
H  1.430  1.052  3.805  0.29
H  2.104  3.267  1.819  0.46
H  0.668  3.223  2.832  0.16
H  -0.141  2.142  -0.723  0.27
H  1.070  3.302  -0.276  0.43
H  -1.855  3.298  0.574  0.22
H  -0.967  4.502  -0.343  0.50
H  -0.653  4.325  1.380  0.21
H  0.316  0.045  2.105  0.41
H  -0.657  0.337  0.709  0.26
H  -1.103  1.899  3.318  0.21
H  -1.845  0.343  2.967  0.43
H  -2.214  1.721  1.948  0.30
C  -3.014  5.032  3.743  -1.41
C  -3.753  5.756  2.623  -0.44
N  -5.012  5.125  2.241  0.17
C  -5.570  5.656  0.999  -0.65
C  -6.009  7.120  0.988  -0.98
C  -5.978  4.909  3.315  -0.68
C  -6.450  6.129  4.101  -0.97
H  -2.837  3.984  3.486  0.20
H  -2.042  5.504  3.911  0.43
H  -3.561  5.073  4.689  0.42
H  -3.086  5.762  1.755  0.47
H  -3.898  6.803  2.917  0.23
H  -6.415  5.033  0.687  0.39
H  -4.820  5.523  0.210  0.32
H  -6.948  7.265  1.522  0.22
H  -6.179  7.443  -0.044  0.41
H  -5.255  7.785  1.415  0.27
H  -5.545  4.194  4.024  0.36
H  -6.854  4.386  2.915  0.36
H  -5.632  6.800  4.371  0.26
H  -6.920  5.803  5.035  0.37
H  -7.202  6.698  3.554  0.27

Summary:
Orbital gap in eV: 5.1
LUMO in eV: -4.174
Charge: +1
Energy above the lowest of the compared OMol25 structures with the same formula, charge and spin in kJ/mol: 0.0
E_HOMO in eV: -9.286
Electronic energy in Eh: -1964.7631